{"formula": "C2H4FP", "method": "the ωB97M-V functional and the def2-TZVPD basis", "species": ["C", "C", "F", "P", "H", "H", "H", "H"], "positions_angstrom": [[0.49421, 0.31809, 0.49712], [1.57464, -0.24538, -0.04984], [-2.78105, -0.81360, 0.00853], [-2.12606, 0.70167, -0.08388], [-1.70552, 0.45529, -1.35711], [0.34439, 0.70541, 1.40846], [2.57363, -0.33608, 0.55435], [1.62575, -0.78540, -0.97763]], "nbo_charge": [-0.239, -0.480, -0.590, 0.827, -0.099, 0.156, 0.212, 0.213], "spin_multiplicity": 1, "e_homo_ev": [-8.7058, -8.8214], "orbital_gap_ev": [8.128, 8.189], "de_lowest_kcal_mol": 67.8}